A structure of composition C53H57Ge2NO4S5V, computed with wB97M-V/def2-TZVPD.

The geometry in XYZ format:
```
123
Properties=species:S:1:pos:R:3:forces:R:3:lowdin_charge:R:1
V -1.22609 1.10190 -4.29063 2.765 -1.020 0.509 0.763
C -3.74359 2.58190 -2.25753 0.190 -0.060 -0.077 -0.008
C -2.79049 3.32760 -3.20143 -1.078 0.659 -0.313 -0.519
C -2.83149 4.83300 -2.95163 0.112 -0.379 -0.190 0.002
O -1.46549 2.83850 -3.07703 0.115 -0.081 -0.256 -0.191
C -3.18089 2.93440 -4.64873 -1.375 3.126 1.280 -0.527
O -3.89569 3.61510 -5.35023 0.389 -0.635 0.189 0.131
O -2.66929 1.80010 -4.95833 -1.949 -0.703 -1.991 -0.098
H -3.44039 2.74200 -1.22303 0.037 -0.075 -0.018 0.031
H -3.71119 1.50720 -2.47053 -0.093 0.067 0.143 0.100
H -4.76119 2.94680 -2.38543 -0.065 -0.014 -0.130 0.101
H -2.57749 5.03120 -1.91053 -0.001 -0.008 0.041 0.078
H -3.82569 5.21270 -3.16873 -0.072 0.041 -0.009 0.089
H -2.11319 5.33710 -3.59613 0.006 0.043 -0.026 0.094
H -1.24669 2.81120 -2.10673 0.466 -0.266 0.447 -0.065
C 3.54291 3.09030 -4.69523 -0.010 -0.053 0.031 -0.048
C 3.43711 1.69550 -4.15053 0.087 -0.087 0.010 -0.273
C 2.76121 0.69840 -4.84063 0.211 -0.035 -0.058 -0.048
C 2.62561 -0.57640 -4.30773 0.261 -0.088 -0.105 -0.277
C 1.89181 -1.65340 -5.05043 0.001 0.066 -0.033 -0.035
C 3.14801 -0.83950 -3.03823 0.103 0.229 -0.258 -0.193
C 3.89911 0.12490 -2.36623 -0.021 0.026 -0.031 -0.221
C 4.57421 -0.17640 -1.05993 -0.023 0.036 0.046 -0.047
C 4.03171 1.38160 -2.93703 -0.123 0.024 -0.033 -0.007
C 2.89591 -2.15210 -2.40713 0.128 -0.118 -0.093 -0.230
C 3.73071 -3.21870 -2.71893 0.030 0.063 -0.024 -0.034
C 3.55151 -4.45340 -2.12813 0.008 -0.086 0.025 -0.059
C 2.53291 -4.62210 -1.21143 -0.017 0.029 -0.049 -0.032
C 1.68481 -3.56430 -0.88793 0.017 -0.215 0.043 -0.226
C 1.85721 -2.32750 -1.49383 -0.730 0.758 0.097 -0.163
Ge 0.65821 -0.75280 -1.02793 0.342 -0.180 0.894 0.154
S 0.23621 0.44840 -2.85373 0.083 -0.071 0.517 0.484
S 1.62891 0.59480 0.48587 -0.566 -0.254 -0.268 0.337
Ge -0.55639 1.15280 1.00577 0.214 -0.162 -0.170 0.100
S -1.05559 2.96070 -0.01383 0.004 -0.025 0.013 0.229
S -1.30879 -0.87130 0.07237 0.509 0.328 -0.250 0.278
C -0.92019 1.46080 2.97037 0.235 -0.209 -0.904 -0.191
C -2.24599 1.55210 3.38817 0.049 0.077 0.189 -0.230
C -2.53679 2.05450 4.65147 -0.025 -0.008 -0.023 -0.031
C -1.51859 2.48090 5.48627 -0.013 0.029 0.094 -0.066
C -0.20319 2.36360 5.08077 -0.008 0.030 0.001 -0.034
C 0.10481 1.84700 3.82587 -0.078 0.039 0.168 -0.236
C 1.53231 1.65670 3.48307 0.353 0.119 0.072 -0.195
C 2.27481 2.65140 2.85517 -0.107 0.009 0.142 -0.256
C 1.64021 3.93100 2.40267 -0.009 0.028 -0.063 -0.039
C 3.62291 2.42460 2.60607 0.072 -0.114 0.033 -0.031
C 4.23861 1.24050 2.96627 0.033 0.093 -0.045 -0.285
C 5.69251 0.99970 2.68747 -0.019 -0.008 0.020 -0.052
C 3.48171 0.26000 3.59467 -0.092 0.060 0.002 -0.026
C 2.13881 0.45380 3.85727 0.083 -0.067 0.050 -0.232
C 1.31781 -0.62540 4.49657 0.082 -0.013 0.020 -0.025
C -3.33789 1.07590 2.51027 -0.283 -0.068 0.002 -0.159
C -3.58499 -0.29250 2.39597 0.006 0.102 0.082 -0.249
C -2.78709 -1.30610 3.16017 0.010 -0.020 -0.011 -0.043
C -4.60239 -0.72520 1.55907 -0.070 0.094 -0.126 -0.024
C -5.37679 0.16680 0.83937 -0.067 -0.080 0.092 -0.268
C -6.44429 -0.31210 -0.09773 0.041 0.015 -0.022 -0.049
C -5.15139 1.52490 1.00837 0.066 -0.048 -0.005 -0.017
C -4.14869 1.99550 1.83727 -0.020 0.082 -0.077 -0.218
C -3.94149 3.47130 1.99437 0.032 -0.003 0.051 -0.052
C 0.67511 -3.83050 0.16037 -0.141 -0.143 0.264 -0.173
C 1.00711 -3.56370 1.49027 -0.057 -0.091 -0.170 -0.207
C 2.30141 -2.89070 1.82967 -0.037 0.006 -0.010 -0.028
C 0.13931 -3.97710 2.48927 -0.101 -0.037 0.022 -0.014
C -1.03029 -4.65800 2.19407 -0.004 0.015 0.008 -0.280
C -1.91359 -5.18410 3.28657 0.007 0.010 -0.051 -0.055
C -1.35509 -4.88820 0.86397 0.074 0.082 0.069 -0.010
C -0.51799 -4.48180 -0.16223 0.055 0.001 0.055 -0.222
C -0.87049 -4.75380 -1.59443 -0.020 0.043 0.000 -0.017
H 3.03001 3.17430 -5.65103 0.007 0.055 -0.059 0.074
H 4.58891 3.37170 -4.82763 -0.006 0.068 -0.048 0.077
H 3.09321 3.79470 -3.99523 -0.017 0.097 -0.020 0.082
H 2.30721 0.92360 -5.79923 -0.006 -0.042 -0.053 0.090
H 1.75091 -1.37990 -6.09333 -0.042 -0.013 -0.002 0.046
H 0.90881 -1.82000 -4.60353 -0.068 -0.067 -0.019 0.066
H 2.43231 -2.59730 -4.99893 -0.003 -0.058 -0.042 0.079
H 4.56371 -1.24410 -0.85333 0.082 -0.015 0.111 0.077
H 4.06391 0.33430 -0.24333 0.066 0.000 0.088 0.013
H 5.60671 0.17030 -1.08043 0.089 0.004 0.010 0.084
H 4.59141 2.14090 -2.40793 0.090 0.108 0.083 0.122
H 4.53011 -3.06040 -3.42953 0.066 0.029 -0.060 0.124
H 4.20801 -5.27720 -2.37103 0.044 -0.056 -0.029 0.102
H 2.38351 -5.57810 -0.72653 -0.024 -0.037 0.048 0.125
H -3.56699 2.10710 4.97917 -0.073 0.009 -0.023 0.120
H -1.74679 2.89650 6.45807 -0.045 -0.001 0.075 0.099
H 0.60281 2.67350 5.73407 0.045 -0.002 0.022 0.122
H 0.63931 4.04570 2.81287 -0.009 0.093 -0.061 0.074
H 1.55251 3.92320 1.31607 -0.105 0.054 -0.069 0.059
H 2.24341 4.79250 2.68557 0.062 0.061 0.054 0.080
H 4.19311 3.18870 2.09707 0.109 0.124 -0.064 0.118
H 6.13801 1.84860 2.17487 0.069 0.043 -0.055 0.072
H 5.81811 0.11430 2.06547 0.071 -0.059 -0.063 0.074
H 6.23631 0.83460 3.61777 0.092 -0.021 0.023 0.077
H 3.94911 -0.67620 3.86807 0.048 -0.138 0.061 0.116
H 1.95271 -1.42550 4.87107 0.032 -0.078 0.022 0.075
H 0.62921 -1.04240 3.76127 -0.151 -0.109 -0.035 0.079
H 0.72421 -0.22960 5.32017 -0.056 -0.069 0.030 0.082
H -2.19429 -0.83330 3.93837 0.066 -0.106 0.087 0.075
H -2.11739 -1.83170 2.48107 0.152 -0.102 0.034 0.031
H -3.44779 -2.04380 3.61257 -0.054 -0.070 0.078 0.081
H -4.78419 -1.78490 1.46407 -0.035 -0.224 -0.032 0.119
H -6.79319 -1.30360 0.18457 -0.058 -0.049 -0.041 0.073
H -6.05619 -0.36510 -1.11633 -0.035 -0.032 -0.055 0.081
H -7.28799 0.37620 -0.09463 -0.095 -0.020 -0.055 0.074
H -5.77209 2.23500 0.47957 -0.079 0.103 -0.083 0.113
H -4.66929 4.01550 1.39737 -0.064 0.103 -0.019 0.075
H -2.94239 3.74520 1.65737 0.055 0.038 -0.013 0.014
H -4.03729 3.77330 3.03597 -0.059 0.079 0.075 0.075
H 3.12861 -3.39070 1.33097 0.174 -0.031 -0.010 0.086
H 2.47161 -2.90440 2.90117 0.050 -0.005 0.156 0.067
H 2.29731 -1.85280 1.49867 0.053 0.125 0.011 0.033
H 0.39411 -3.78910 3.52327 0.052 0.037 0.141 0.111
H -1.55969 -4.85800 4.26197 -0.043 0.013 0.087 0.072
H -1.91749 -6.27520 3.26817 -0.059 -0.032 0.066 0.078
H -2.93819 -4.84220 3.15037 -0.106 0.005 0.064 0.073
H -2.26949 -5.41440 0.62677 -0.133 -0.051 -0.062 0.116
H -1.81189 -5.29420 -1.66443 -0.046 -0.019 -0.028 0.077
H -0.09239 -5.34040 -2.08313 0.001 -0.007 -0.075 0.082
H -0.97089 -3.81950 -2.14823 -0.014 0.028 -0.112 0.087
O -1.72009 -1.70760 -4.79423 -0.629 -0.598 0.301 -0.085
N -1.38919 -0.54180 -5.08153 0.419 -0.817 -0.384 -0.405
S -0.13969 0.24280 -7.44863 0.147 0.264 -0.133 0.602
C -0.77289 0.11890 -5.95723 -0.030 0.482 0.250 -0.872
```
Positions in Å, forces in eV/Å.

Values from the calculation:
- E_tot (a.u.) = -9498.5494
- E_HOMO (spin up / spin down) (eV) = -5.21 / -5.27
- HOMO-LUMO gap (spin up / spin down) (eV) = 5.96 / 6.11
- total charge = -1